# 1
C7H7N3O2 | ωB97M-V with the def2-TZVPD basis set

```
! RIJCOSX wB97M-V def2-TZVPD def2/J DEFGRID3
* xyz 0 1
C 2.72 -0.49 0.39
C 2.59 0.95 -0.07
C 1.46 -1.19 0.03
C 0.43 -1.72 -0.27
C -2.62 1.28 0.18
C -1.55 0.57 0.66
C -3.54 0.51 -0.53
H 4.18 -0.44 -0.80
H 2.79 -0.49 1.49
H 1.73 1.54 0.32
H -0.44 -2.25 -0.56
H -2.75 2.33 0.34
H -0.73 1.04 1.24
H -4.44 0.94 -0.97
N -1.40 -0.74 0.46
N -2.32 -1.40 -0.23
N -3.37 -0.80 -0.72
O 3.85 -1.08 -0.16
O 3.39 1.43 -0.83
*
```

The calculation puts the HOMO-LUMO gap at 8.878 eV. Its energy above the lowest of the compared OMol25 structures with the same formula, charge and spin is 147.2 kcal per mole. The value obtained for the electronic energy is -585.495563 Ha. Its max |F| is 2.49 eV Å⁻¹. As for the SMILES: C#C[C@@H](O)C=O.c1cnnnc1.


# 2
C30H38B2N3O19 | ωB97M-V with the def2-TZVPD basis set

```
! RIJCOSX wB97M-V def2-TZVPD def2/J DEFGRID3
* xyz 0 2
N 0.75 0.01 -0.29
H 0.27 0.20 0.58
H 0.12 -0.42 -0.95
H 1.53 -0.62 -0.19
H 1.00 0.93 -0.62
O -0.24 1.83 4.48
C -1.22 1.13 4.30
O -2.25 1.04 5.15
B -3.25 0.12 4.55
O -2.70 -0.50 3.36
C -1.53 0.04 3.19
O -0.71 -0.24 2.28
O -3.70 -0.90 5.52
C -4.86 -0.65 6.01
O -5.49 -1.28 6.87
C -5.34 0.64 5.27
O -4.49 0.91 4.30
O -6.44 1.24 5.35
O -7.58 1.61 2.80
C -6.75 1.29 1.97
O -5.95 2.11 1.29
B -4.90 1.31 0.58
O -5.27 -0.13 0.84
C -6.29 -0.20 1.64
O -6.68 -1.23 2.14
O -3.56 1.54 1.08
C -2.73 1.83 0.10
O -1.46 2.02 0.12
C -3.65 1.96 -1.17
O -4.87 1.64 -0.86
O -3.20 2.20 -2.29
C 1.22 -4.33 -1.97
C 0.25 -4.10 -0.84
C 1.05 -3.40 0.18
O 2.00 -2.59 -0.54
C 2.14 -3.09 -1.88
H 0.83 -4.38 -2.99
H 1.74 -5.27 -1.83
H -0.07 -5.05 -0.41
H -0.60 -3.48 -1.10
H 1.62 -4.15 0.73
H 0.44 -2.89 0.93
H 3.20 -3.30 -1.99
H 1.70 -2.34 -2.55
C 4.49 -0.05 2.01
C 3.83 0.91 2.94
C 2.39 0.43 3.07
O 2.32 -0.55 2.01
C 3.62 -1.22 2.04
H 5.45 -0.45 2.35
H 4.57 0.43 1.03
H 3.80 1.89 2.46
H 4.25 0.86 3.94
H 1.69 1.27 3.02
H 2.11 0.04 4.04
H 3.86 -1.83 1.17
H 3.67 -1.88 2.90
C 4.05 -0.24 -4.43
C 4.75 -0.95 -3.27
C 4.54 -0.05 -2.11
O 3.14 0.10 -2.30
C 2.83 0.29 -3.70
H 3.86 -0.80 -5.34
H 4.69 0.57 -4.76
H 5.82 -0.99 -3.49
H 4.33 -1.96 -3.27
H 4.87 0.98 -2.17
H 4.74 -0.53 -1.15
H 2.63 1.34 -3.92
H 1.94 -0.22 -4.07
N -1.17 -0.91 -1.87
C -2.35 -1.14 -1.24
C -3.47 -1.62 -1.92
C -3.44 -1.87 -3.30
C -2.24 -1.58 -3.95
C -1.14 -1.17 -3.23
H -2.34 -0.82 -0.20
H -4.36 -1.73 -1.31
H -4.33 -2.28 -3.77
H -1.99 -1.74 -4.98
H -0.19 -0.94 -3.67
N 1.14 2.66 -1.01
C 0.39 3.43 -1.85
C 0.58 4.83 -2.01
C 1.49 5.49 -1.23
C 2.26 4.77 -0.32
C 2.07 3.38 -0.23
H -0.45 3.07 -2.43
H -0.01 5.37 -2.74
H 1.58 6.54 -1.48
H 3.10 5.15 0.23
H 2.60 2.66 0.38
*
```

The calculation puts the HOMO-LUMO gap (spin up / spin down) at 7.907 / 3.891 eV. The value obtained for the electronic energy is -2809.707581 Ha. Its max |F| is 5.91 eV Å⁻¹.


# 3
C6H13N3O2 | ωB97M-V with the def2-TZVPD basis set

```
! RIJCOSX wB97M-V def2-TZVPD def2/J DEFGRID3
* xyz 0 1
C -1.52 -2.00 -0.55
C -1.88 -0.75 -0.29
C 2.30 -0.87 0.84
C 2.23 0.49 0.20
C -2.95 -0.50 0.66
C 0.95 1.02 -0.39
N -0.18 1.83 -2.16
N 0.84 1.16 -1.66
N -3.28 0.67 0.94
O -4.28 0.75 1.92
O -2.93 1.67 0.36
H -0.68 -2.03 -1.20
H -2.07 -2.89 -0.42
H -1.26 0.15 -0.44
H 2.15 -1.66 0.17
H 3.35 -1.01 1.11
H 1.66 -1.27 1.65
H 2.75 1.33 0.79
H 2.71 0.41 -0.76
H -3.55 -1.33 0.94
H 0.09 1.47 0.16
H -0.87 2.24 -1.59
H -0.11 2.20 -3.14
H -4.33 1.71 2.12
*
```

The calculation puts the HOMO-LUMO gap at 8.845 eV. Its energy above the lowest of the compared OMol25 structures with the same formula, charge and spin is 145.0 kcal per mole. The value obtained for the electronic energy is -550.937197 Ha. Its max |F| is 3.62 eV Å⁻¹. As for the SMILES: C=C/C=[N+](\[O-])O.CC/C=N/N.